Formula: C4H7N3O
Source: the OMol25 dataset
Level of theory: ωB97M-V/def2-TZVPD

CARTESIAN COORDINATES (ANGSTROEM)
C 3.2999 0.0274 0.1536
C -0.1612 0.1292 -0.0633
C -0.8258 -1.0671 0.0388
C -1.2172 1.2058 0.1529
H 3.5365 -0.5032 1.2641
H 3.9022 -0.1866 -0.7753
H 3.1034 1.1464 0.2001
H -0.3312 -2.0021 -0.1816
H -2.8562 -1.3572 -0.2827
H -1.2275 1.9818 -0.5687
H -1.0635 1.5436 1.2511
N 1.9039 -0.4981 -0.2517
N 1.1975 0.4849 -0.1222
N -2.1277 -0.9202 0.2580
O -2.3068 0.5174 -0.2235

**Structure (SMILES)**: C/N=N/C1=CNOC1
**Lowest unoccupied orbital energy**: 0.364 eV
**Energy relative to the best compared isomer or geometry (same formula, charge and spin)**: 6.245 eV
**Multiplicity**: 1
**Kohn-Sham gap**: 8.50 eV

natural (NBO) population analysis, charges in e, atoms 1 to 5:
1. C -0.483
2. C -0.004
3. C -0.030
4. C -0.094
5. H 0.221

---

Formula: C5H8N2O
Source: the OMol25 dataset
Level of theory: ωB97M-V/def2-TZVPD

CARTESIAN COORDINATES (ANGSTROEM)
C 1.0361 2.7624 0.2321
C 0.2471 1.7944 0.5781
C -1.4503 0.3200 -0.1865
C -1.4054 -1.0361 -0.2325
C 0.8933 -1.8913 -0.1452
H 0.9714 3.5285 1.1480
H 1.2765 2.8268 -0.9152
H -0.2797 1.4963 1.7164
H -2.2699 0.9567 -0.0048
H -2.2472 -1.5471 0.1612
H -0.9798 -3.1816 -0.6788
H 1.6070 -2.5351 -0.8830
H 2.5112 -0.8233 0.7724
N -0.4567 -2.1124 -0.4690
N 1.3667 -0.9750 0.6727
O -0.3605 1.1492 -0.5273

**Structure (SMILES)**: [H]/N=C/N/C=C\OC=C
**Lowest unoccupied orbital energy**: 0.506 eV
**Energy relative to the best compared isomer or geometry (same formula, charge and spin)**: 6.150 eV
**Multiplicity**: 1
**Kohn-Sham gap**: 8.97 eV

natural (NBO) population analysis, charges in e, atoms 1 to 5:
1. C -0.558
2. C 0.141
3. C 0.073
4. C -0.057
5. C 0.280

---

Formula: C5H10O2
Source: the OMol25 dataset
Level of theory: ωB97M-V/def2-TZVPD

CARTESIAN COORDINATES (ANGSTROEM)
C -0.7389 -0.5701 0.8213
C -1.3816 0.7312 0.3756
C -0.2841 -0.5385 -0.6003
C -0.7730 2.0647 0.6418
C 2.0567 -0.8203 -0.6071
O -0.7838 -1.3522 -1.6014
O 0.9428 0.0095 -0.8486
H 0.0967 -0.3324 1.4845
H -1.3540 -1.4600 1.1714
H -2.3989 0.7484 -0.0164
H 0.0800 2.3826 -0.1142
H -0.0765 2.0664 1.6926
H -1.5639 2.7197 0.6061
H 2.8803 -0.3126 -1.0297
H 1.8275 -1.7760 -1.0992
H 2.3646 -1.3786 0.3705
H -0.8937 -2.1819 -1.2469

**Lowest unoccupied orbital energy**: 0.805 eV
**Energy relative to the best compared isomer or geometry (same formula, charge and spin)**: 5.058 eV
**Multiplicity**: 1
**Kohn-Sham gap**: 8.48 eV

natural (NBO) population analysis, charges in e, atoms 1 to 5:
1. C -0.497
2. C -0.232
3. C 0.550
4. C -0.628
5. C -0.264

---

Formula: C11H23N2O4PS
Source: the OMol25 dataset
Level of theory: ωB97M-V/def2-TZVPD

CARTESIAN COORDINATES (ANGSTROEM)
O 1.4116 -1.5916 -0.4516
O 0.7579 -0.5291 2.6658
O 2.8563 -0.2083 1.4730
O 0.7627 0.7893 0.4753
N -1.0785 -1.3233 0.4114
N -0.1709 0.0182 -1.8530
C 0.5947 2.6430 2.9292
C 2.7590 1.8780 3.8905
C -1.2023 -2.7580 0.5461
C -2.3770 -0.6402 0.5536
C 0.6338 1.1840 -2.3020
C -0.1792 -0.8659 -2.9928
C -2.6124 -2.9551 0.2263
C -3.2350 -1.6039 -0.1327
C 0.8279 1.2675 -3.7701
C 0.1531 -0.0656 -4.2740
C 1.8641 1.8699 2.5981
P 0.3224 -0.5943 -0.3343
S 1.5163 0.2814 1.8183
H 0.2396 2.2562 3.8534
H -0.1226 2.6540 2.0778
H 0.9380 3.6715 3.2250
H 2.2144 1.5745 4.7972
H 3.2968 2.7076 3.9367
H 3.4538 1.0419 3.7864
H -0.7508 -2.9607 1.5167
H -0.5108 -3.4717 -0.0753
H -2.7749 -0.4947 1.5828
H -2.4166 0.4372 0.2164
H 0.2271 2.1794 -1.9290
H 1.7086 1.1972 -1.8833
H 0.5628 -1.5338 -2.8489
H -1.1347 -1.3330 -3.0091
H -3.0617 -3.4154 1.1719
H -2.7373 -3.7731 -0.6182
H -3.0825 -1.3403 -1.1913
H -4.2745 -1.3928 0.1204
H 1.8290 1.3099 -4.0235
H 0.3029 2.0687 -4.2036
H 0.8595 -0.5878 -4.8653
H -0.7338 0.1789 -4.8130
H 2.3630 2.2304 1.6986

**Lowest unoccupied orbital energy**: 0.663 eV
**Energy relative to the best compared isomer or geometry (same formula, charge and spin)**: 1.425 eV
**Multiplicity**: 1
**Kohn-Sham gap**: 9.48 eV

natural (NBO) population analysis, charges in e, atoms 1 to 5:
1. O -1.069
2. O -0.913
3. O -0.914
4. O -0.949
5. N -0.782

---

Formula: C5H5N2O4
Source: the OMol25 dataset
Level of theory: ωB97M-V/def2-TZVPD

CARTESIAN COORDINATES (ANGSTROEM)
C -1.4856 -0.1718 -1.0291
C 1.5423 -0.9827 0.2014
C 1.2494 1.6520 0.2219
C -1.9012 -0.1381 0.3984
C 0.3722 -0.1811 0.0643
N -0.2401 -0.2456 -1.1691
N -0.6498 -0.3210 1.0829
O 2.0117 -1.3819 1.2444
O 1.6997 2.0010 -0.8510
O 2.2657 -1.2272 -0.9496
O 1.0959 1.9476 1.3973
H -2.2223 -0.1911 -1.8209
H -2.3534 0.9007 0.6294
H -2.8138 -0.7404 0.5317
H -0.3640 0.2854 1.8201
H 1.7932 -1.2057 -1.7721

**Lowest unoccupied orbital energy**: 3.711 eV
**Charge**: -1
**Energy relative to the best compared isomer or geometry (same formula, charge and spin)**: 0.255 eV
**Multiplicity**: 1
**Kohn-Sham gap**: 7.03 eV

natural (NBO) population analysis, charges in e, atoms 1 to 5:
1. C 0.044
2. C 0.741
3. C 0.895
4. C -0.280
5. C -0.055

---

Formula: C4H5N2OS
Source: the OMol25 dataset
Level of theory: ωB97M-V/def2-TZVPD

CARTESIAN COORDINATES (ANGSTROEM)
C 0.7166 1.6496 -0.6493
C 1.3116 2.0174 -1.6899
C 0.3234 1.1131 0.6019
C -0.7342 -1.0280 1.4038
N -0.7328 -0.8007 -0.9888
N -0.4051 -0.1731 0.3365
O 0.6396 1.3599 1.7872
S 1.8430 1.6979 -3.1826
H -0.2291 -1.7213 -0.9197
H -1.8477 -1.3625 1.4360
H -0.0912 -2.0537 1.3511
H -0.4617 -0.4243 2.2679
H -0.3324 -0.2742 -1.7540

**Structure (SMILES)**: CN(N)C([O-])=C=C=S
**Lowest unoccupied orbital energy**: 3.694 eV
**Charge**: -1
**Energy relative to the best compared isomer or geometry (same formula, charge and spin)**: 2.960 eV
**Multiplicity**: 1
**Kohn-Sham gap**: 7.15 eV

natural (NBO) population analysis, charges in e, atoms 1 to 5:
1. C -0.358
2. C -0.123
3. C 0.620
4. C -0.413
5. N -0.666

---

Formula: C20H26N2O7P2Pb
Source: the OMol25 dataset
Level of theory: ωB97M-V/def2-TZVPD

CARTESIAN COORDINATES (ANGSTROEM)
Pb 2.3430 1.0993 1.6223
O 4.0039 0.7747 -2.2582
P 3.2211 1.2987 -1.0146
O 2.1144 0.3377 -0.5819
O 4.0821 1.5360 0.2175
O 2.5654 2.6676 -1.4893
P 1.2489 3.2746 -0.6951
O 1.4205 4.8208 -0.9072
O 0.0105 2.7742 -1.2971
O 1.4982 2.9432 0.7922
H 4.1339 1.3935 -2.9891
H 2.1820 5.2274 -0.4740
C -2.2912 0.9675 -2.3195
C -2.5106 1.9050 -1.1816
C -3.1612 3.1001 -1.3274
C -3.2482 3.9929 -0.2554
C -2.6843 3.7006 0.9990
C -2.0411 2.5150 1.2199
C -1.4057 2.1929 2.5366
C -2.0014 1.5775 0.1303
N -1.4413 0.3638 0.3243
C -1.9834 -0.7746 0.4163
C -3.4570 -1.0145 0.5050
C -1.0553 -1.9729 0.4083
C -1.6308 -3.3448 0.2526
N 0.1793 -1.7551 0.5095
C 1.3509 -2.3694 0.3776
C 1.8582 -2.5799 -0.9617
C 1.0152 -2.2168 -2.1378
C 3.1107 -3.1203 -1.0823
C 3.8620 -3.4399 0.0532
C 3.3605 -3.2362 1.3496
C 2.1170 -2.6989 1.5494
C 1.5577 -2.5023 2.9290
H -2.6791 1.3882 -3.2433
H -2.7835 0.0046 -2.1593
H -1.2188 0.7978 -2.4330
H -3.5728 3.3748 -2.2886
H -3.7434 4.9450 -0.3956
H -2.7669 4.4279 1.7960
H -1.9813 2.6181 3.3569
H -0.4096 2.6425 2.5653
H -1.3091 1.1211 2.7032
H -4.0082 -0.0788 0.4557
H -3.7010 -1.5186 1.4428
H -3.7902 -1.6679 -0.3034
H -2.3388 -3.5508 1.0574
H -0.8476 -4.0982 0.2623
H -2.1851 -3.4121 -0.6862
H 0.7228 -1.1673 -2.0759
H 0.1105 -2.8303 -2.1745
H 1.5612 -2.3789 -3.0635
H 3.5249 -3.2963 -2.0659
H 4.8528 -3.8585 -0.0667
H 3.9651 -3.5173 2.2027
H 1.4901 -3.4598 3.4469
H 0.5670 -2.0528 2.9208
H 2.2173 -1.8701 3.5257

**Lowest unoccupied orbital energy (alpha / beta)**: -8.777 / -8.525 eV
**Charge**: +2
**Energy relative to the best compared isomer or geometry (same formula, charge and spin)**: 0.645 eV
**Multiplicity**: 1
**Kohn-Sham gap (alpha / beta)**: 6.09 / 6.63 eV

natural (NBO) population analysis, charges in e, atoms 1 to 5:
1. Pb 1.577
2. O -0.974
3. P 2.567
4. O -1.203
5. O -1.157

---

Formula: C49H41ClGeN6O10TcTe
Source: the OMol25 dataset
Level of theory: ωB97M-V/def2-TZVPD

CARTESIAN COORDINATES (ANGSTROEM)
Tc -0.9407 -0.9666 -1.0887
O -1.5242 -2.3112 -2.5018
C -1.7196 -3.6305 -2.4792
C -1.4652 -4.3930 -3.6359
C -1.7262 -5.7134 -3.6655
C -2.1577 -6.3582 -2.5124
C -2.2757 -5.6789 -1.3478
C -2.1048 -4.2909 -1.2608
C -2.1959 -3.5838 -0.0122
N -1.7422 -2.3715 0.2728
C -2.0721 -2.0975 1.5677
C -2.7893 -3.1119 2.0684
N -2.8548 -4.0991 1.0535
H -1.0970 -3.8098 -4.4273
H -1.5720 -6.2652 -4.5921
H -2.2947 -7.4490 -2.5918
H -2.4907 -6.2319 -0.4163
H -1.8697 -1.1596 2.0162
H -3.3779 -3.2759 2.9675
H -3.3993 -4.9231 1.0001
Cl 0.9854 1.7918 -1.6881
C 0.9480 0.0094 -1.6288
H 1.8212 -0.1967 -0.9972
H 1.2938 -0.3777 -2.6087
O 3.6182 -5.4608 3.5021
N 3.4430 -4.2589 3.4803
O 3.8985 -3.4750 4.3409
C 2.7858 -3.7044 2.3001
C 2.6412 -4.4264 1.1386
C 1.8546 -3.9169 0.1142
C 1.2135 -2.6967 0.1719
O 0.6275 -2.2808 -0.9218
C 1.3930 -1.9531 1.3916
C 2.1394 -2.4888 2.3889
N 0.7418 -0.7024 1.4601
O -0.9300 0.6232 0.4580
O 0.8133 -0.0879 2.7186
N 1.7627 -4.7558 -1.1182
O 2.5824 -4.5154 -2.0001
O 0.8594 -5.5550 -1.1515
H 3.2079 -5.3193 0.9878
H 2.3029 -1.8734 3.2477
N -5.4990 1.3422 0.9429
C -4.2886 1.3251 0.0564
C -3.9725 -0.1255 -0.2516
O -4.7042 -0.9823 0.3855
O -3.0562 -0.4496 -0.9820
H -5.3272 1.8089 1.8312
H -5.4176 -0.4657 0.8302
H -6.1798 1.9136 0.4468
H -3.3563 1.7131 0.4255
H -4.4759 1.8421 -0.8880
Te -1.4714 0.2720 -3.6242
C -1.7025 2.3796 -3.6581
C -1.8288 3.2041 -2.5781
C -1.9085 4.5831 -2.7385
C -1.9135 5.1310 -4.0487
C -1.8350 4.2941 -5.1639
C -1.7487 2.9300 -4.9527
C 0.2980 0.1400 -4.7541
C 1.2012 1.1806 -4.9854
C 2.3745 0.9712 -5.7147
C 2.6883 -0.2857 -6.1693
C 1.7880 -1.3542 -5.9981
C 0.6460 -1.1293 -5.2310
H -1.7957 2.7610 -1.5910
H -1.9177 5.2522 -1.9165
H -1.8880 6.2153 -4.1450
H -1.8235 4.6574 -6.1863
H -1.6204 2.2167 -5.7929
H 0.9135 2.1644 -4.6777
H 3.0881 1.8029 -5.9082
H 3.5584 -0.3894 -6.7470
H 1.9846 -2.3553 -6.3501
H -0.0810 -1.9380 -5.0474
C -0.0848 -0.2617 0.5643
Ge 1.2383 1.7363 2.9265
C 2.0255 1.6661 4.7124
C 2.0984 0.4600 5.4180
C 2.5215 0.3890 6.7314
C 2.9258 1.6121 7.2996
C 2.8788 2.8187 6.6144
C 2.4709 2.8589 5.2947
C 2.5411 2.2007 1.5065
C 2.5319 3.3904 0.8074
C 3.5550 3.6895 -0.1235
C 4.6424 2.7828 -0.2130
C 4.6572 1.6338 0.5817
C 3.5938 1.3210 1.3828
C -0.4179 2.7522 2.8977
C -1.1974 2.8456 4.0352
C -2.4109 3.5086 4.0157
C -2.8402 4.0835 2.8390
C -1.9905 4.1003 1.6792
C -0.8174 3.4093 1.7278
H 1.7537 -0.4824 4.9815
H 2.5103 -0.4292 7.3700
H 3.3676 1.5919 8.2873
H 3.2791 3.7178 7.0769
H 2.3560 3.7919 4.7704
H 1.7610 4.1258 0.8523
H 3.5947 4.6405 -0.7423
H 5.4686 3.0185 -0.8519
H 5.5425 1.0282 0.5545
H 3.6960 0.5014 2.0548
H -0.9454 2.3911 4.9862
H -3.0045 3.5173 4.8809
H -3.7980 4.4996 2.7112
H -2.3345 4.5436 0.7066
H -0.2308 3.2633 0.8452

**Lowest unoccupied orbital energy**: -3.243 eV
**Charge**: +1
**Multiplicity**: 1
**Kohn-Sham gap**: 7.08 eV

Löwdin population analysis, charges in e, atoms 1 to 5:
1. Tc 1.419
2. O -0.370
3. C -0.280
4. C -0.006
5. C -0.064

---

Formula: C3H10O
Source: the OMol25 dataset
Level of theory: ωB97M-V/def2-TZVPD

CARTESIAN COORDINATES (ANGSTROEM)
C -2.0148 1.9153 0.4334
O -0.7264 2.1656 -0.0858
H -0.0398 1.5246 0.1126
H -2.6699 2.5720 -0.1163
H -2.3184 0.8647 0.2670
H -2.0438 2.0660 1.5217
C 0.7311 -0.8662 -0.5163
C 1.7087 -1.9413 -0.0197
H 1.1970 -0.0925 -1.1390
H -0.0843 -1.2562 -1.1094
H 0.3175 -0.3241 0.3353
H 1.5112 -2.9100 -0.4878
H 1.6953 -2.0264 1.0678
H 2.7368 -1.6916 -0.2636

**Structure (SMILES)**: CC.CO
**Lowest unoccupied orbital energy**: 0.986 eV
**Energy relative to the best compared isomer or geometry (same formula, charge and spin)**: 0.730 eV
**Multiplicity**: 1
**Kohn-Sham gap**: 11.24 eV

natural (NBO) population analysis, charges in e, atoms 1 to 5:
1. C -0.239
2. O -0.741
3. H 0.473
4. H 0.187
5. H 0.158

---

Question: Which formula does entry 7 have?
Answer: C20H26N2O7P2Pb